No. 1
Here is 6 unconnected molecules or ions with the total composition C28H36FN6O at a distorted geometry from OMol25. Energies are from ωB97M-V/def2-TZVPD.

Structure (XYZ):
```
72
Properties=species:S:1:pos:R:3:forces:R:3:mulliken_charge:R:1
C -0.642 0.313 -4.048 0.541 0.044 -0.531 -0.60
C -0.553 1.583 -5.131 0.198 -0.733 1.273 -0.62
C -1.569 2.775 -4.644 0.287 -0.583 0.445 0.26
F -1.290 3.042 -3.187 -0.845 -0.577 -3.165 -0.29
C -3.118 2.244 -4.721 -3.138 -1.076 -0.023 0.44
C -4.195 2.819 -3.622 -2.555 -3.561 -3.143 -0.49
C -5.744 2.223 -3.723 3.929 0.126 -1.359 -0.24
N -6.156 1.179 -4.770 4.217 1.096 -0.459 -0.12
C -5.162 0.649 -5.790 1.987 0.692 0.109 0.27
O -5.552 -0.374 -6.814 -0.546 3.877 4.272 -0.39
C -3.595 1.139 -5.834 -2.787 1.541 2.998 -0.34
H -0.101 -0.587 -4.596 -1.056 1.837 1.458 0.37
H -0.092 0.588 -3.026 -1.331 -0.676 -2.422 0.07
H -1.746 -0.019 -3.831 2.132 0.745 -0.392 0.17
H -0.780 1.134 -6.189 0.210 1.323 1.924 0.24
H 0.561 1.953 -5.128 -2.335 -0.464 -0.057 0.36
H -1.398 3.813 -5.190 -0.620 -2.285 1.135 0.28
H -3.940 3.595 -2.777 -0.513 -1.801 -1.985 0.36
H -6.538 2.629 -2.965 1.428 -1.177 -1.843 0.37
H -7.137 0.800 -4.807 1.390 0.719 0.263 0.28
H -6.549 -0.420 -6.716 1.354 -0.278 -0.494 0.33
H -2.869 0.660 -6.643 -1.942 1.191 2.010 0.24
N -2.461 -0.876 -0.946 -0.007 0.050 -0.097 0.10
C -1.841 -0.193 0.068 0.071 0.191 0.084 -0.52
C -0.915 -1.034 0.643 -0.078 0.435 -0.022 -0.24
C -0.974 -2.265 -0.052 -0.130 -0.239 -0.371 -0.72
C -1.935 -2.139 -1.030 0.069 -0.198 -0.024 -0.49
H -3.192 -0.506 -1.539 0.301 -0.170 0.307 0.16
H -2.113 0.829 0.294 0.035 -0.183 0.085 0.39
H -0.265 -0.787 1.473 -0.147 -0.038 -0.118 0.51
H -0.379 -3.149 0.139 -0.130 0.142 -0.037 0.43
H -2.290 -2.838 -1.775 0.074 0.067 0.166 0.38
N -1.114 1.696 3.565 -0.060 -0.060 -0.032 0.04
C -1.933 1.142 4.514 -0.044 0.028 0.029 -0.51
C -3.207 1.623 4.308 0.193 -0.286 0.233 -0.16
C -3.155 2.493 3.193 0.182 0.137 -0.330 -0.50
C -1.851 2.517 2.752 -0.022 0.028 -0.045 -0.72
H -0.120 1.526 3.478 -0.367 0.072 0.060 0.23
H -1.541 0.457 5.252 -0.032 0.119 -0.138 0.34
H -4.080 1.373 4.897 0.146 0.049 -0.090 0.40
H -3.980 3.042 2.758 0.147 -0.063 0.087 0.40
H -1.385 3.048 1.932 -0.078 -0.034 0.163 0.47
N 2.362 0.612 -1.170 0.000 -0.043 -0.073 0.19
C 2.858 1.886 -1.282 0.070 0.109 0.004 -0.53
C 4.220 1.831 -1.087 -0.271 0.302 -0.091 -0.57
C 4.559 0.476 -0.856 -0.145 -0.355 0.052 0.17
C 3.393 -0.254 -0.916 0.045 -0.082 0.054 -0.70
H 1.389 0.353 -1.262 0.337 0.021 0.161 0.15
H 2.200 2.719 -1.488 0.132 -0.103 0.055 0.41
H 4.896 2.675 -1.110 -0.129 -0.138 0.002 0.39
H 5.547 0.077 -0.667 -0.187 0.043 -0.074 0.16
H 3.209 -1.314 -0.798 0.059 0.179 -0.014 0.39
N 7.528 -1.686 1.225 -0.050 -0.031 -0.018 0.02
C 8.256 -1.170 0.185 0.081 0.040 -0.057 -0.33
C 9.443 -1.864 0.111 -0.205 0.297 -0.205 -0.52
C 9.428 -2.837 1.138 -0.211 -0.173 0.303 -0.36
C 8.232 -2.707 1.809 0.075 -0.057 0.049 -0.50
H 6.613 -1.365 1.515 0.361 -0.121 -0.109 0.21
H 7.870 -0.353 -0.410 0.133 -0.128 0.088 0.33
H 10.235 -1.689 -0.606 -0.150 -0.018 0.119 0.38
H 10.205 -3.556 1.364 -0.151 0.124 -0.027 0.38
H 7.824 -3.251 2.650 0.110 0.086 -0.144 0.37
N -2.031 -1.747 6.963 0.023 0.060 -0.065 -0.01
C -1.081 -1.776 7.951 0.098 -0.021 0.125 -0.46
C -0.459 -3.003 7.907 0.028 0.374 0.196 -0.41
C -1.050 -3.739 6.852 -0.268 0.006 -0.319 -0.40
C -2.016 -2.938 6.284 -0.016 -0.133 -0.067 -0.45
H -2.646 -0.968 6.765 0.199 -0.343 0.117 0.24
H -0.930 -0.923 8.599 -0.014 -0.176 -0.080 0.36
H 0.336 -3.333 8.563 -0.145 0.077 -0.105 0.39
H -0.799 -4.744 6.540 -0.062 0.178 0.047 0.39
H -2.692 -3.113 5.459 0.123 -0.001 0.150 0.37
```
Positions in Å, forces in eV/Å.

Its spin multiplicity is 1. The calculation puts the HOMO-LUMO gap at 0.1340 hartree. Its net charge is +1. As for the calculated total energy: -1591.57288 Eh.


No. 2
Here is 2 unconnected molecules or ions with the total composition C28H36N2O4 at a distorted geometry from OMol25. Energies are from ωB97M-V/def2-TZVPD.

Structure (XYZ):
```
70
Properties=species:S:1:pos:R:3:forces:R:3:mulliken_charge:R:1
C -0.195 6.617 -3.389 -0.100 0.071 0.297 -0.57
C 1.330 6.539 -3.574 0.089 -0.130 -0.159 -0.56
C 1.815 5.342 -2.743 0.531 0.255 0.065 -0.54
N 0.615 4.686 -2.275 0.004 -0.045 0.264 0.18
C 0.667 3.514 -1.576 0.060 -0.230 0.073 1.43
C 1.701 3.300 -0.623 -0.115 0.134 -0.271 -0.86
C 1.701 2.160 0.138 -0.159 -0.299 0.059 -0.63
C 0.786 1.111 -0.137 -0.165 0.295 -0.172 0.58
C 0.859 -0.096 0.600 0.385 0.337 0.200 -0.58
C 0.661 -1.379 0.029 -0.388 -1.109 -0.407 0.05
C 0.873 -1.692 -1.356 -0.220 0.403 0.562 -0.71
C 0.669 -2.973 -1.831 0.011 -0.522 0.402 -0.49
C 0.219 -4.003 -0.955 -0.039 0.818 0.272 0.40
N -0.020 -5.278 -1.411 -0.028 -0.371 -0.474 0.19
C -1.274 -5.953 -1.135 -0.246 0.037 0.512 -0.57
C -1.246 -7.238 -1.973 -0.370 0.313 -0.012 -0.56
C 0.163 -7.364 -2.552 0.266 -0.004 -0.105 -0.53
C 0.917 -6.076 -2.198 0.282 0.393 -0.133 -0.59
C -0.030 -3.686 0.406 0.130 -0.306 -0.405 -0.64
C 0.257 -2.434 0.890 0.045 0.533 -0.053 -0.62
C -0.199 1.298 -1.151 0.355 0.132 0.299 -0.81
C -0.297 2.502 -1.815 0.191 0.017 0.151 -0.78
C -0.622 5.311 -2.704 -0.480 -0.253 -0.371 -0.57
H -0.458 7.459 -2.742 0.017 -0.063 -0.184 0.29
H -0.716 6.737 -4.341 0.071 0.099 0.147 0.31
H 1.577 6.373 -4.627 0.011 0.131 0.177 0.29
H 1.825 7.454 -3.242 -0.081 -0.062 -0.175 0.30
H 2.420 4.659 -3.365 -0.188 0.078 0.230 0.29
H 2.462 5.658 -1.910 -0.206 0.037 -0.177 0.24
H 2.455 4.074 -0.468 -0.299 -0.270 0.019 0.23
H 2.442 2.011 0.927 -0.260 0.108 -0.204 0.41
H 1.193 -0.054 1.639 0.141 0.071 -0.428 0.87
H 1.220 -0.904 -2.028 -0.149 -0.261 0.204 0.47
H 0.802 -3.224 -2.888 0.098 0.208 0.415 0.34
H -1.388 -6.154 -0.060 -0.019 -0.160 -0.153 0.22
H -2.131 -5.321 -1.425 0.286 -0.052 0.101 0.29
H -1.536 -8.095 -1.368 0.026 -0.031 -0.107 0.32
H -1.966 -7.133 -2.788 -0.004 -0.156 0.125 0.27
H 0.685 -8.230 -2.147 -0.013 0.025 -0.062 0.28
H 0.121 -7.471 -3.636 0.036 -0.155 0.059 0.27
H 1.246 -5.539 -3.102 -0.113 -0.117 0.184 0.27
H 1.831 -6.307 -1.623 -0.265 0.170 -0.045 0.28
H -0.394 -4.460 1.086 0.164 0.228 -0.258 0.34
H 0.133 -2.197 1.945 -0.143 -0.129 -0.178 0.39
H -0.897 0.489 -1.353 0.047 0.187 0.047 0.61
H -1.059 2.674 -2.576 0.164 -0.144 0.358 0.26
H -1.301 5.503 -1.854 0.352 -0.172 -0.192 0.28
H -1.172 4.659 -3.401 0.097 0.186 0.046 0.27
H 0.196 -0.111 3.561 -0.176 0.106 0.278 0.58
C -0.594 0.493 3.137 -0.163 0.104 -0.677 0.01
C -0.373 1.887 2.938 -0.348 -0.366 -0.422 0.27
O -1.084 2.717 2.390 0.470 -0.177 0.379 -0.71
O 0.874 2.218 3.430 0.116 0.934 0.018 -0.24
C 1.083 3.641 3.533 0.061 -0.319 -0.131 -0.13
C 2.454 3.826 4.138 0.100 -0.038 0.056 -1.23
C -1.887 -0.080 2.946 0.248 0.373 -0.181 0.08
O -2.914 0.445 2.551 0.204 -0.341 0.150 -0.68
O -1.851 -1.416 3.295 -0.819 -0.303 0.043 -0.21
C -3.161 -2.010 3.344 0.228 -0.010 -0.098 -0.26
C -2.978 -3.446 3.773 0.086 -0.095 0.115 -0.98
H 1.019 4.096 2.532 -0.096 -0.076 0.335 0.17
H 0.302 4.078 4.176 0.174 -0.122 -0.308 0.40
H 2.655 4.890 4.275 0.071 -0.022 0.003 0.40
H 2.512 3.330 5.113 0.024 0.092 -0.182 0.29
H 3.224 3.402 3.482 -0.091 0.083 0.146 0.27
H -3.783 -1.461 4.067 0.136 -0.089 -0.300 0.33
H -3.633 -1.945 2.353 0.078 0.056 0.311 0.28
H -3.945 -3.951 3.789 0.054 -0.042 -0.001 0.39
H -2.313 -3.976 3.080 -0.125 0.063 0.123 0.09
H -2.546 -3.494 4.780 -0.044 -0.036 -0.206 0.28
```
Positions in Å, forces in eV/Å.

Its spin multiplicity is 1. The calculation puts the HOMO-LUMO gap at 0.1787 hartree. As for the calculated total energy: -1498.92964 Eh.


No. 3
Here is a molecular structure, C28H36N5O7Sn from OMol25. Energies are from ωB97M-V/def2-TZVPD.

Structure (XYZ):
```
77
Properties=species:S:1:pos:R:3:forces:R:3:mulliken_charge:R:1
Sn 1.234 -0.387 -1.344 0.022 0.207 -0.166 1.33
N 3.547 -1.125 -0.420 0.028 0.001 -0.006 -0.38
C 3.699 -2.490 -0.926 -0.008 0.000 0.022 -0.70
C 2.379 -3.255 -0.883 0.006 -0.003 0.049 0.38
O 2.404 -4.486 -0.910 -0.003 -0.003 -0.006 -0.76
N 1.282 -2.488 -0.826 0.002 0.020 0.076 0.34
C 0.012 -3.177 -0.785 -0.010 0.007 -0.091 -0.66
C -1.156 -2.216 -0.998 0.068 0.045 0.275 0.07
O -2.296 -2.656 -1.019 -0.027 -0.014 -0.034 -0.76
O -0.842 -0.967 -1.143 -0.021 -0.046 -0.050 -0.18
H 4.330 -0.540 -0.684 -0.010 0.003 0.011 0.27
H 3.456 -1.103 0.590 0.001 -0.005 0.013 0.16
H 4.432 -3.085 -0.379 0.006 -0.001 -0.008 0.36
H 4.019 -2.436 -1.969 -0.014 -0.003 -0.009 0.29
H -0.140 -3.690 0.170 0.008 0.005 -0.016 0.37
H -0.048 -3.959 -1.549 -0.004 -0.004 0.001 0.37
C -4.269 1.018 2.952 -0.004 -0.007 -0.004 -2.12
C -2.952 0.285 2.980 -0.002 0.015 0.002 1.37
C -2.804 -0.876 2.228 -0.023 -0.022 -0.016 -1.10
C -1.599 -1.558 2.198 0.011 0.012 0.010 -0.60
C -0.524 -1.085 2.928 0.002 -0.020 0.025 -0.35
C -0.660 0.076 3.679 -0.034 -0.002 -0.029 -0.38
N 0.441 0.571 4.418 0.011 0.038 0.021 0.09
C 1.747 0.626 3.960 -0.022 -0.023 0.022 -0.28
C 2.800 0.427 4.861 -0.019 -0.005 0.003 -0.68
C 4.119 0.515 4.454 0.018 0.008 -0.026 -0.64
C 4.423 0.780 3.125 -0.001 -0.005 0.030 -0.83
C 3.382 0.966 2.227 -0.022 -0.011 -0.002 -0.55
C 2.051 0.907 2.621 0.009 0.030 -0.039 1.04
C 0.995 1.303 1.608 0.063 0.024 -0.099 -0.04
O 0.219 2.205 1.884 0.006 -0.012 0.076 -0.66
O 1.063 0.696 0.477 0.029 -0.126 0.166 -1.08
C -1.866 0.779 3.708 0.020 -0.006 0.000 1.25
C -1.922 2.082 4.456 -0.011 0.011 0.014 -1.88
H -5.005 0.453 2.380 0.003 0.001 -0.002 0.39
H -4.168 2.001 2.485 0.000 0.002 0.002 0.39
H -4.670 1.175 3.956 0.000 0.002 0.002 0.45
H -3.635 -1.241 1.637 0.012 -0.004 -0.011 0.29
H -1.509 -2.455 1.601 -0.004 0.006 0.002 0.60
H 0.429 -1.601 2.910 -0.005 -0.005 0.006 0.34
H 0.309 0.696 5.407 0.007 -0.026 0.006 0.29
H 2.564 0.187 5.892 0.000 0.001 0.000 0.39
H 4.911 0.362 5.176 0.002 -0.001 -0.003 0.38
H 5.452 0.851 2.797 -0.001 -0.002 0.001 0.40
H 3.589 1.208 1.191 0.007 -0.007 -0.006 0.59
H -1.048 2.680 4.192 0.001 -0.007 -0.009 0.33
H -1.914 1.937 5.542 -0.002 -0.004 -0.003 0.30
H -2.816 2.650 4.212 -0.001 0.000 0.003 0.44
C -1.432 3.749 -0.542 -0.022 0.032 -0.003 -0.07
C -2.746 3.000 -0.852 0.043 0.014 -0.011 -0.46
C -2.311 1.982 -1.903 -0.018 0.037 0.117 0.09
O -1.286 2.644 -2.645 0.021 -0.002 0.022 -0.42
C -0.477 3.277 -1.652 -0.048 0.026 0.004 -0.01
H -1.031 3.476 0.434 -0.029 0.003 -0.045 -0.10
H -1.578 4.829 -0.572 -0.005 0.006 -0.016 0.34
H -3.496 3.678 -1.263 -0.004 -0.001 -0.006 0.31
H -3.165 2.513 0.028 0.003 -0.006 0.003 0.06
H -3.096 1.687 -2.598 -0.001 0.009 0.001 0.53
H -1.907 1.092 -1.412 -0.024 -0.052 -0.062 -0.35
H 0.071 4.085 -2.136 0.000 -0.002 -0.014 0.38
H 0.237 2.556 -1.243 0.031 -0.013 0.006 -0.29
N 3.408 -1.227 -4.432 -0.898 0.033 0.008 -0.81
C 2.246 -1.187 -4.501 0.833 0.081 -0.118 0.63
N 0.919 -1.168 -4.559 0.024 -0.273 0.098 0.33
C 0.218 0.063 -4.936 -0.003 0.022 0.009 -0.89
C -1.226 -0.048 -4.482 -0.011 -0.016 0.010 0.52
O -1.830 -1.222 -5.014 0.002 0.010 -0.027 -0.53
C -1.192 -2.366 -4.473 0.028 -0.002 0.011 0.32
C 0.254 -2.423 -4.933 -0.049 0.033 -0.018 -0.83
H 0.261 0.201 -6.023 0.026 0.019 -0.004 0.30
H 0.694 0.906 -4.436 0.019 0.002 -0.005 0.49
H -1.795 0.806 -4.842 0.003 0.000 -0.005 0.38
H -1.274 -0.075 -3.390 0.003 0.022 -0.021 -0.46
H -1.733 -3.241 -4.834 -0.002 0.001 -0.001 0.37
H -1.249 -2.343 -3.379 -0.024 -0.024 -0.156 -0.34
H 0.287 -2.554 -6.022 0.017 -0.014 -0.004 0.35
H 0.783 -3.249 -4.458 -0.010 -0.008 0.023 0.49
```
Positions in Å, forces in eV/Å.

Its spin multiplicity is 1. The calculation puts the HOMO-LUMO gap at 0.2927 hartree. Its net charge is -1. As for the calculated total energy: -2103.50704 Eh.


For reference, HOMO energy by record: -9.19 -6.45 -5.34 eV.